97
Properties=species:S:1:pos:R:3 method="wB97M-V/def2-TZVPD" homo_lumo_gap_ev="8.1 / 5.7" homo_energy_ev="-7.604 / -7.548" lumo_energy_ev="0.52 / -1.90" multiplicity=2
Cu -0.976 -1.058 -0.219
C -2.564 -2.916 2.582
P -1.134 -1.945 1.978
C -0.620 -1.014 3.460
C 0.178 -3.240 1.939
C 1.507 -2.618 1.503
P 1.400 -1.924 -0.204
C 3.155 -1.459 -0.453
C 1.358 -3.484 -1.173
H -2.439 -3.189 3.631
H -2.665 -3.824 1.987
H -3.480 -2.336 2.470
H -0.284 -1.709 4.233
H -1.456 -0.431 3.840
H 0.181 -0.320 3.200
H -0.140 -4.005 1.225
H 0.267 -3.722 2.917
H 2.326 -3.342 1.562
H 1.760 -1.775 2.154
H 3.794 -2.344 -0.413
H 3.465 -0.759 0.321
H 3.281 -0.967 -1.419
H 2.088 -4.195 -0.780
H 1.599 -3.266 -2.214
H 0.364 -3.929 -1.155
F -2.967 0.652 2.371
C -2.896 1.950 2.062
F -2.653 2.628 3.179
F -4.079 2.325 1.580
S -1.535 2.301 0.825
O -0.641 1.161 0.902
O -1.045 3.581 1.217
N -2.255 2.435 -0.575
S -2.767 1.169 -1.347
O -2.134 1.008 -2.622
O -2.894 -0.003 -0.487
C -4.520 1.625 -1.760
F -4.877 0.993 -2.878
F -4.635 2.934 -1.954
F -5.347 1.257 -0.787
C 1.210 5.380 3.986
C 1.592 5.368 2.656
C 1.996 4.184 2.052
C 2.028 3.002 2.777
C 1.634 3.021 4.115
C 1.232 4.199 4.718
P 2.502 1.366 2.089
C 3.210 1.811 0.456
C 2.296 2.064 -0.570
C 2.729 2.353 -1.854
C 4.087 2.366 -2.144
C 5.002 2.093 -1.139
C 4.568 1.819 0.151
C 3.993 1.078 3.126
C 4.136 -0.162 3.738
C 5.214 -0.426 4.577
C 6.164 0.554 4.806
C 6.028 1.803 4.208
C 4.948 2.064 3.384
H 0.890 6.302 4.452
H 1.566 6.280 2.075
H 2.278 4.192 1.007
H 1.649 2.103 4.694
H 0.932 4.197 5.758
H 1.235 2.039 -0.357
H 2.000 2.563 -2.627
H 4.430 2.586 -3.148
H 6.063 2.096 -1.355
H 5.300 1.595 0.916
H 3.394 -0.932 3.563
H 5.303 -1.393 5.053
H 7.006 0.353 5.454
H 6.764 2.575 4.392
H 4.825 3.051 2.954
C 1.447 -1.122 -5.259
C 0.499 -2.130 -5.388
C -0.419 -2.358 -4.381
C -0.402 -1.579 -3.210
C 0.552 -0.557 -3.097
C 1.462 -0.335 -4.114
N -1.190 -1.893 -2.124
C -2.460 -2.385 -2.341
C -3.260 -2.006 -3.431
C -4.558 -2.468 -3.531
C -5.081 -3.320 -2.564
C -4.299 -3.700 -1.478
C -3.008 -3.230 -1.362
H 2.170 -0.953 -6.046
H 0.483 -2.751 -6.273
H -1.122 -3.176 -4.465
H 0.534 0.090 -2.230
H 2.186 0.461 -4.009
H -2.873 -1.297 -4.150
H -5.176 -2.144 -4.357
H -6.100 -3.674 -2.650
H -4.705 -4.355 -0.718
H -2.386 -3.505 -0.518

***

202
Properties=species:S:1:pos:R:3 method="wB97M-V/def2-TZVPD" homo_lumo_gap_ev=9.0 homo_energy_ev=-8.676 lumo_energy_ev=0.36
C -28.693 -8.797 -3.707
O -29.214 -7.830 -4.564
C -29.518 -6.645 -3.813
C -28.347 -5.705 -3.509
O -28.007 -4.982 -4.657
C -27.758 -3.598 -4.475
C -29.080 -2.869 -4.493
O -28.937 -1.515 -4.715
C -30.129 -0.806 -4.730
H -27.686 -8.505 -3.345
H -28.444 -9.685 -4.266
H -29.425 -9.049 -2.920
H -29.868 -6.991 -2.835
H -30.283 -6.065 -4.371
H -27.460 -6.284 -3.081
H -28.624 -5.050 -2.667
H -27.232 -3.305 -5.376
H -27.084 -3.466 -3.627
H -29.610 -3.002 -3.490
H -29.738 -3.255 -5.257
H -30.702 -1.043 -5.595
H -29.859 0.257 -4.846
H -30.765 -0.965 -3.891
C -26.460 5.138 -13.660
O -26.216 4.217 -12.623
C -27.211 4.223 -11.587
C -26.866 3.087 -10.634
O -25.701 3.325 -9.914
C -24.551 2.508 -10.104
C -24.527 1.369 -9.038
O -25.537 0.382 -9.386
C -25.846 -0.493 -8.286
H -27.139 5.983 -13.412
H -26.897 4.539 -14.483
H -25.537 5.621 -14.015
H -28.271 4.231 -12.013
H -27.286 5.231 -11.116
H -26.819 2.233 -11.331
H -27.750 2.979 -10.010
H -23.741 3.160 -10.067
H -24.635 1.982 -11.025
H -24.704 1.871 -8.078
H -23.536 0.921 -8.994
H -26.239 -1.426 -8.603
H -26.531 -0.054 -7.490
H -24.914 -0.710 -7.741
C -37.949 3.289 -9.246
O -36.669 2.775 -8.906
C -36.384 2.875 -7.473
C -34.971 2.458 -7.354
O -34.964 1.072 -7.288
C -33.771 0.584 -7.724
C -33.727 -0.933 -7.542
O -33.581 -1.355 -6.192
C -33.533 -2.740 -6.054
H -37.903 3.354 -10.320
H -38.152 4.281 -8.816
H -38.743 2.575 -9.205
H -37.008 2.163 -6.871
H -36.545 3.942 -7.176
H -34.450 2.870 -6.499
H -34.442 2.879 -8.269
H -32.931 0.948 -7.122
H -33.539 0.903 -8.803
H -32.901 -1.323 -8.158
H -34.668 -1.271 -7.962
H -34.356 -3.237 -6.502
H -33.534 -2.971 -4.995
H -32.672 -3.244 -6.572
C -25.387 -2.329 -11.750
O -26.564 -1.939 -11.053
C -27.218 -0.845 -11.710
C -28.363 -0.250 -10.925
O -29.372 -1.188 -10.834
C -30.467 -0.911 -9.990
C -30.245 -1.058 -8.522
O -30.135 -2.467 -8.264
C -28.783 -2.853 -8.024
H -25.088 -3.255 -11.295
H -24.643 -1.567 -11.728
H -25.607 -2.624 -12.788
H -27.490 -1.217 -12.694
H -26.523 -0.027 -11.892
H -28.632 0.720 -11.375
H -28.017 0.015 -9.941
H -31.192 -1.583 -10.364
H -30.829 0.087 -10.122
H -31.104 -0.737 -7.929
H -29.439 -0.525 -8.076
H -28.138 -2.528 -8.812
H -28.807 -3.952 -7.911
H -28.380 -2.441 -7.132
C -30.914 4.821 -5.304
O -30.629 4.177 -6.634
C -31.323 2.947 -6.791
C -30.392 2.156 -7.598
O -29.308 1.604 -6.852
C -28.079 2.356 -6.787
C -27.253 1.871 -5.619
O -27.705 2.490 -4.402
C -27.307 1.941 -3.170
H -31.010 5.919 -5.481
H -30.137 4.582 -4.557
H -31.901 4.504 -4.984
H -32.314 3.064 -7.272
H -31.413 2.326 -5.872
H -30.024 2.702 -8.432
H -30.881 1.264 -8.024
H -28.181 3.444 -6.729
H -27.542 2.231 -7.685
H -26.213 2.174 -5.698
H -27.407 0.797 -5.565
H -26.247 2.016 -2.919
H -27.575 0.865 -3.152
H -27.877 2.474 -2.411
C -28.284 -5.148 -14.151
O -28.783 -5.401 -12.857
C -29.817 -4.420 -12.500
C -30.331 -4.815 -11.147
O -31.274 -5.847 -11.221
C -30.781 -7.149 -11.105
C -30.967 -7.917 -12.415
O -32.313 -8.098 -12.806
C -32.704 -6.967 -13.592
H -27.720 -6.031 -14.475
H -27.621 -4.287 -14.152
H -29.094 -4.890 -14.817
H -30.570 -4.321 -13.262
H -29.346 -3.450 -12.441
H -30.880 -3.961 -10.794
H -29.559 -4.963 -10.402
H -31.340 -7.741 -10.382
H -29.681 -7.172 -10.826
H -30.624 -8.921 -12.282
H -30.397 -7.477 -13.233
H -32.314 -7.133 -14.624
H -32.481 -5.988 -13.113
H -33.789 -6.961 -13.689
C -31.502 -5.756 -7.852
O -30.463 -6.245 -7.064
C -29.658 -7.272 -7.663
C -28.156 -7.116 -7.398
O -27.572 -6.290 -8.354
C -26.232 -5.834 -7.964
C -25.686 -4.887 -8.976
O -25.244 -5.416 -10.175
C -26.145 -6.221 -10.872
H -31.264 -5.004 -8.657
H -32.205 -5.389 -7.128
H -32.138 -6.584 -8.206
H -29.838 -7.232 -8.805
H -29.984 -8.261 -7.450
H -27.780 -8.167 -7.458
H -27.882 -6.673 -6.360
H -25.557 -6.657 -8.020
H -26.326 -5.437 -6.953
H -24.800 -4.460 -8.468
H -26.374 -4.088 -9.184
H -25.759 -6.256 -11.904
H -27.163 -5.798 -10.839
H -26.218 -7.275 -10.479
Cl -28.766 -1.043 -15.445
C -28.260 -0.780 -17.147
Cl -29.608 -0.278 -18.170
Cl -27.446 -2.293 -17.628
H -27.579 0.043 -17.177
F -34.276 -4.298 -13.129
C -33.573 -3.300 -13.727
C -33.735 -3.206 -15.052
C -32.981 -2.243 -15.682
C -32.096 -1.452 -15.003
C -31.971 -1.583 -13.596
C -32.801 -2.450 -12.938
H -34.389 -3.927 -15.515
H -32.953 -2.193 -16.761
H -31.588 -0.642 -15.511
H -31.461 -0.849 -13.015
H -32.750 -2.559 -11.846
F -29.905 1.681 -13.314
C -30.533 2.687 -14.044
C -30.757 2.380 -15.376
C -31.525 3.311 -16.076
C -31.901 4.544 -15.565
C -31.643 4.765 -14.150
C -30.981 3.801 -13.385
H -30.372 1.454 -15.744
H -31.755 3.004 -17.136
H -32.478 5.261 -16.215
H -31.814 5.706 -13.653
H -30.653 4.007 -12.349
F -22.842 2.077 -15.959
C -24.162 2.019 -15.946
C -24.912 2.552 -17.008
C -26.251 2.520 -16.888
C -26.874 1.966 -15.759
C -26.154 1.385 -14.763
C -24.775 1.528 -14.793
H -24.382 2.956 -17.893
H -26.853 2.865 -17.702
H -27.935 1.888 -15.691
H -26.653 0.810 -14.011
H -24.119 1.225 -13.957

***

18
Properties=species:S:1:pos:R:3 method="wB97M-V/def2-TZVPD" homo_lumo_gap_ev=5.2 homo_energy_ev=-8.436 lumo_energy_ev=-3.27
C -1.637 -1.218 -0.960
C -1.017 -0.042 -0.202
C 0.273 -0.573 0.396
N 0.188 -1.931 0.785
N -1.312 -2.371 -0.717
C 1.104 2.404 0.432
O 0.297 1.919 1.273
O 1.750 1.747 -0.399
H -2.474 -0.969 -1.615
H 0.894 -0.390 -3.223
H -0.735 0.777 -0.869
H -1.832 0.345 0.413
H 0.405 0.102 1.286
H 1.090 -0.354 -0.288
H -0.378 -2.059 1.611
H -0.310 -2.494 -0.037
H 1.153 3.509 0.436
H 1.161 -0.786 -2.669

***

Number 1: energy -5943.23832 Ha. Number 2: energy -5652.32660 Ha. Number 3: energy -418.17204 Ha.